(1)
2 unconnected molecules or ions with the total composition C4H3NO3 in a non-equilibrium geometry. Source: the OMol25 dataset; level of theory: ωB97M-V with the def2-TZVPD basis set.

Output
Energy relative to the best compared isomer or geometry (same formula, charge and spin) ... 454.48 kJ/mol
Charge ... 0
E_HOMO (alpha / beta) ... -7.3 / -7.3 eV

Geometry as XYZ:
```
11
C4H3NO3 | the OMol25 dataset | ωB97M-V with the def2-TZVPD basis set
C 2.3718 0.0539 -1.0912
O 3.5220 0.0046 -1.3890
H -1.5282 -0.4708 -0.2759
H -1.3153 1.0740 0.5099
N 1.3742 -0.1750 -0.2052
C -1.6269 0.0432 0.6844
C 0.9800 0.3885 -1.3642
O -0.4281 -1.1818 2.5394
O 0.0867 0.8233 -2.0356
C -0.7625 -0.5756 1.6148
H -2.6737 0.0158 1.0127
```

natural (NBO) atomic charge list, values in e, 5 entries:
1. C 0.5557
2. O -0.5734
3. H 0.3466
4. H 0.3362
5. N -0.6333


(2)
A single C17H17N5OS molecule. Source: the OMol25 dataset; level of theory: ωB97M-V with the def2-TZVPD basis set.

Output
Energy relative to the best compared isomer or geometry (same formula, charge and spin) ... 115.79 kJ/mol
Charge ... 0
E_HOMO ... -8.2 eV

Geometry as XYZ:
```
41
C17H17N5OS | the OMol25 dataset | ωB97M-V with the def2-TZVPD basis set
H 4.9251 -1.8066 1.9423
H -3.0020 -2.0819 2.4495
H 1.7693 -3.2205 -1.3488
C -0.8438 2.4059 0.1884
C -0.6933 -0.9974 -0.8926
C 3.1126 0.6173 0.4288
N -1.2065 0.2746 -0.9426
H 2.6849 -0.7148 2.0671
C 5.3008 0.2951 -0.4764
C -3.7892 -1.4019 2.1319
H -4.7157 -1.6790 2.6268
S -3.4149 1.5672 -0.1666
C -1.4030 -3.2151 -0.1544
C -2.1424 2.8253 -0.4984
C -1.6598 -1.8670 -0.3353
N 1.4856 2.0527 -0.4805
H -4.7624 -0.7836 0.3026
C 1.8064 1.2518 0.4558
H -2.5217 3.7488 -0.0601
C -3.9668 -1.4653 0.6172
H 1.1457 0.9658 1.2703
H 1.2951 -0.8121 -1.6877
N -2.7587 -1.0803 -0.0628
C 4.6543 -1.0098 1.2614
N 5.5819 -0.6742 0.3809
C 0.8052 -2.8181 -1.0758
H 6.0893 0.5358 -1.1780
H 0.1382 3.0239 -1.5065
H -4.2267 -2.4801 0.3027
C 4.0941 0.9699 -0.5007
H -3.5182 -0.3929 2.4329
N 0.2657 2.6190 -0.5879
H 3.8965 1.7534 -1.2138
H 0.0863 -4.7163 -0.3995
C -0.1548 -3.6722 -0.5322
H -2.0320 2.9302 -1.5764
C -2.4018 0.1793 -0.4281
O -0.8165 2.0127 1.3304
C 0.5546 -1.4753 -1.2697
H -2.1392 -3.8810 0.2700
C 3.4123 -0.4024 1.3333
```

natural (NBO) atomic charge list, values in e, 5 entries:
1. H 0.1915
2. H 0.2140
3. H 0.2163
4. C 0.6885
5. C 0.0891


(3)
5 unconnected molecules or ions with the total composition C16H26O14S2 in a non-equilibrium geometry. Source: the OMol25 dataset; level of theory: ωB97M-V with the def2-TZVPD basis set.

Output
Energy relative to the best compared isomer or geometry (same formula, charge and spin) ... 350.01 kJ/mol
Charge ... 0
E_HOMO ... -10.4 eV

Geometry as XYZ:
```
58
C16H26O14S2 | the OMol25 dataset | ωB97M-V with the def2-TZVPD basis set
H -2.0685 4.4054 4.8955
H -0.1407 4.3896 4.2341
H -2.1300 2.8118 5.6508
H 1.4924 -1.9485 -5.8724
O 3.1723 -3.6436 -7.7158
O 3.2970 -4.0265 -5.1927
H -3.3396 3.6625 3.0987
H -1.0007 -1.9594 5.6049
H -1.0154 -1.0791 0.3115
O -0.5738 2.2925 -3.4444
C 1.0556 -0.1500 0.3145
C 0.5711 -2.3177 -0.7097
C -1.8910 3.3429 4.7294
O -2.3785 3.8532 -4.5222
C 0.5516 2.9503 -2.9797
O 2.2515 -0.7239 -0.1843
O 0.4315 -1.7959 3.2668
H 0.3827 -2.7283 -4.8161
H 1.2464 2.1555 -2.7083
H 0.2461 -2.7692 -1.6470
C -0.5223 -2.5593 3.1377
C -0.4482 3.3442 4.2077
H -0.0835 0.1944 3.4907
H 0.9909 3.6035 -3.7337
H -1.6504 -0.4486 5.3446
O 0.4873 2.5415 2.1357
O -1.8291 2.3994 2.5188
C -0.5061 2.7531 2.8636
H -2.5234 -1.6728 3.1089
C -1.8088 -2.1100 3.8062
H -0.0631 3.3088 -0.9388
O -0.4008 -3.6302 2.7265
C 2.3573 -3.1856 -4.4856
O 2.8381 -5.9794 -6.7008
C 0.1688 3.8574 -1.8517
C -1.1933 -1.2657 4.7865
O -1.1780 4.2695 -2.2239
C -0.1049 -1.0373 -0.2864
C 1.2517 -2.9219 -5.4450
O -3.0074 2.3780 -2.5743
S -1.9610 3.1999 -3.2371
C -2.6994 2.8761 3.4986
H 0.9736 -0.2968 1.3915
H 0.5277 -3.0310 0.1134
H -3.4001 2.0766 3.7393
S 2.7328 -4.5022 -6.6430
H -2.3787 -2.9229 4.2562
H 0.8648 -0.6483 4.8494
H -0.3038 -0.4505 -1.1832
H 2.1051 -3.5984 -3.5089
H 0.7710 4.7269 -1.5882
H 2.8028 -2.2149 -4.2680
H 0.7771 0.8441 -0.0352
H 0.1278 2.6881 4.8602
C 2.0076 -1.9274 -0.8806
C 0.0895 -0.7027 4.0851
O 2.8368 -2.5831 -1.5055
O 1.1915 -4.0944 -6.1445
```

natural (NBO) atomic charge list, values in e, 5 entries:
1. H 0.2168
2. H 0.2574
3. H 0.2237
4. H 0.1897
5. O -0.8649


(4)
A molecular structure, C25H25N12OsS2. Source: the OMol25 dataset; level of theory: ωB97M-V with the def2-TZVPD basis set.

Output
Charge ... +3
E_HOMO (alpha / beta) ... -16.2 / -16.2 eV

Geometry as XYZ:
```
65
C25H25N12OsS2 | the OMol25 dataset | ωB97M-V with the def2-TZVPD basis set
C -1.6578 -4.0078 -1.5872
H -3.9674 3.4722 -2.5308
C -1.2249 -6.3292 -1.1365
C 1.1425 -1.7544 -0.7331
C -0.2415 -2.2532 -0.5217
H 0.9536 -4.3837 0.5666
H -4.8675 -0.2934 1.6208
C -0.1840 -5.9841 -0.2837
H 3.6038 -0.8419 5.3501
H -4.7559 -1.8868 0.9558
C 1.1173 2.6118 1.7377
C -0.8044 2.4052 -2.6288
N 1.6982 -0.9501 3.7501
N -4.3375 -0.9810 1.1115
N 2.3158 1.3080 3.3321
H 2.7206 1.0787 -0.1838
C -1.9531 -5.3443 -1.7916
H 4.0404 0.8154 5.0363
C 1.3946 1.3322 2.4299
H 1.9350 -3.5317 -1.6182
N 0.1780 3.1338 -3.1785
H -3.5751 1.8105 -3.0189
S -2.3903 0.8492 1.1887
N -0.0912 -1.8597 2.7074
H -3.2773 2.3451 -1.3456
H -1.4697 -7.3713 -1.2919
H 4.6286 -0.2279 -1.1007
S -0.6885 0.7682 -2.0278
C 0.7458 -0.8316 2.8469
N 3.4648 0.0136 4.8353
H 0.0264 -2.6177 3.3635
H 1.1388 2.8319 -3.2499
H 1.6751 5.9319 1.8765
C -1.6590 4.2872 -3.4183
C 1.2627 4.9825 1.5627
C 0.2827 4.9230 0.5834
H -1.0009 3.6151 -0.5350
H -2.4289 5.0052 -3.6443
C 3.4196 -1.9820 -1.4325
H -0.9587 -1.8020 2.2042
H -0.1047 5.8206 0.1223
N 0.2110 2.5437 0.7440
H 4.2160 -2.5691 -1.8699
N -1.9354 3.1018 -2.7766
C -0.5987 -3.6568 -0.7494
C -0.3274 4.3039 -3.6855
H 2.3993 3.7836 2.9632
C 3.6517 -0.6832 -1.0132
H 0.3740 -6.7528 0.2330
C 2.4844 0.1038 3.9613
C -3.2760 2.6471 -2.3913
C 0.1433 -4.6515 -0.1012
N 0.5881 0.2927 2.0674
C -3.0639 -0.7830 0.7819
H 0.2856 5.0370 -4.1804
N -1.0636 -1.3446 -0.0745
C 1.6766 3.8021 2.1600
C 2.5955 0.0478 -0.4963
N -2.3476 -1.7256 0.2483
C 2.1493 -2.5250 -1.2917
H -2.2303 -3.2419 -2.0912
Os -0.4391 0.5617 0.2647
C -0.2169 3.6903 0.2038
H -2.7567 -5.6202 -2.4605
N 1.3749 -0.4695 -0.3692
```

natural (NBO) atomic charge list, values in e, 5 entries:
1. C -0.1480
2. H 0.2535
3. C -0.1418
4. C 0.1214
5. C 0.4124


Copy entry 2 word for word.
A single C17H17N5OS molecule. Source: the OMol25 dataset; level of theory: ωB97M-V with the def2-TZVPD basis set.

Output
Energy relative to the best compared isomer or geometry (same formula, charge and spin) ... 115.79 kJ/mol
Charge ... 0
E_HOMO ... -8.2 eV

Geometry as XYZ:
```
41
C17H17N5OS | the OMol25 dataset | ωB97M-V with the def2-TZVPD basis set
H 4.9251 -1.8066 1.9423
H -3.0020 -2.0819 2.4495
H 1.7693 -3.2205 -1.3488
C -0.8438 2.4059 0.1884
C -0.6933 -0.9974 -0.8926
C 3.1126 0.6173 0.4288
N -1.2065 0.2746 -0.9426
H 2.6849 -0.7148 2.0671
C 5.3008 0.2951 -0.4764
C -3.7892 -1.4019 2.1319
H -4.7157 -1.6790 2.6268
S -3.4149 1.5672 -0.1666
C -1.4030 -3.2151 -0.1544
C -2.1424 2.8253 -0.4984
C -1.6598 -1.8670 -0.3353
N 1.4856 2.0527 -0.4805
H -4.7624 -0.7836 0.3026
C 1.8064 1.2518 0.4558
H -2.5217 3.7488 -0.0601
C -3.9668 -1.4653 0.6172
H 1.1457 0.9658 1.2703
H 1.2951 -0.8121 -1.6877
N -2.7587 -1.0803 -0.0628
C 4.6543 -1.0098 1.2614
N 5.5819 -0.6742 0.3809
C 0.8052 -2.8181 -1.0758
H 6.0893 0.5358 -1.1780
H 0.1382 3.0239 -1.5065
H -4.2267 -2.4801 0.3027
C 4.0941 0.9699 -0.5007
H -3.5182 -0.3929 2.4329
N 0.2657 2.6190 -0.5879
H 3.8965 1.7534 -1.2138
H 0.0863 -4.7163 -0.3995
C -0.1548 -3.6722 -0.5322
H -2.0320 2.9302 -1.5764
C -2.4018 0.1793 -0.4281
O -0.8165 2.0127 1.3304
C 0.5546 -1.4753 -1.2697
H -2.1392 -3.8810 0.2700
C 3.4123 -0.4024 1.3333
```

natural (NBO) atomic charge list, values in e, 5 entries:
1. H 0.1915
2. H 0.2140
3. H 0.2163
4. C 0.6885
5. C 0.0891